# 1
{
  "formula": "ClH3O2SSi",
  "method": "ωB97M-V/def2-TZVPD",
  "de_lowest_kcal_mol": 25.7,
  "homo_lumo_gap_ev": 8.58,
  "max_force_ha_per_bohr": 0.04541,
  "smiles": "O=[SiH2].OSCl",
  "energy_ha": -1300.0961,
  "species": ["O", "Si", "H", "H", "O", "S", "Cl", "H"],
  "positions_angstrom": [[0.533, 0.900, 0.912], [0.612, -0.434, 0.197], [0.144, -0.771, -1.052], [1.140, -1.537, 0.833], [-1.843, 2.184, 0.131], [-2.273, 1.542, -1.325], [-2.702, -0.405, -0.902], [-0.833, 2.365, 0.203]],
  "atomic_forces_ev_per_a": [[0.033, 0.609, -0.199], [-0.245, 1.546, 1.105], [-0.602, -0.236, -2.134], [0.941, -1.775, 1.055], [1.322, 0.566, -0.670], [0.483, 0.633, 0.816], [0.051, -0.120, 0.180], [-1.983, -1.223, -0.153]],
  "lowdin_charge": [-0.43, 0.64, -0.11, -0.09, -0.57, 0.42, 0.08, 0.06]
}

# 2
{
  "formula": "ClH4N",
  "method": "ωB97M-V/def2-TZVPD",
  "multiplicity": 2,
  "homo_lumo_gap_ev": [5.47, 9.20],
  "charge": -1,
  "max_force_ha_per_bohr": 0.04069,
  "energy_ha": -517.3267,
  "species": ["N", "H", "H", "H", "H", "Cl"],
  "positions_angstrom": [[-0.237, 0.454, 0.190], [0.431, 1.123, -0.166], [-0.390, 0.466, 1.189], [0.175, -0.442, -0.027], [-1.139, 0.640, -0.226], [1.159, -2.241, -0.960]],
  "atomic_forces_ev_per_a": [[0.121, -0.087, 0.105], [0.592, 1.170, 0.144], [0.159, 0.612, 1.251], [0.229, -1.873, -0.904], [-0.981, -0.072, -0.759], [-0.119, 0.251, 0.162]],
  "lowdin_charge": [-0.04, -0.01, -0.03, -0.14, -0.03, -0.76]
}

# 3
{
  "formula": "ClH4N2PS",
  "method": "ωB97M-V/def2-TZVPD",
  "de_lowest_kcal_mol": 6.6,
  "homo_lumo_gap_ev": 9.71,
  "max_force_ha_per_bohr": 0.07520,
  "smiles": "NP(N)(=S)Cl",
  "energy_ha": -1311.7131,
  "species": ["N", "P", "N", "S", "Cl", "H", "H", "H", "H"],
  "positions_angstrom": [[-0.303, -1.085, 0.912], [0.611, -0.128, -0.209], [-0.236, 1.368, -0.749], [2.513, 0.003, 0.242], [0.217, -1.225, -1.790], [-1.304, -0.903, 0.788], [-0.136, -1.018, 1.918], [-1.086, 1.052, -1.188], [-0.277, 1.935, 0.075]],
  "atomic_forces_ev_per_a": [[-0.369, 1.319, -0.224], [0.320, 1.021, 1.188], [2.284, -3.005, 0.840], [-1.550, 0.226, -0.119], [-0.269, -0.666, -1.398], [0.284, -0.319, -0.138], [0.579, 0.240, -0.527], [-0.577, 0.506, 0.225], [-0.701, 0.678, 0.154]],
  "lowdin_charge": [-0.21, -0.20, -0.16, 0.14, 0.34, 0.03, 0.05, 0.00, 0.02]
}

# 4
{
  "formula": "ClH4NSi",
  "method": "ωB97M-V/def2-TZVPD",
  "de_lowest_kcal_mol": 110.5,
  "homo_lumo_gap_ev": [5.77, 10.21],
  "max_force_ha_per_bohr": 0.04514,
  "energy_ha": -806.7224,
  "species": ["N", "Si", "Cl", "H", "H", "H", "H"],
  "positions_angstrom": [[0.753, -0.762, 0.506], [-0.441, -0.272, -0.658], [-2.274, -0.433, 0.113], [0.968, 0.045, 1.133], [1.584, -1.188, 0.157], [-0.597, -0.128, -2.170], [0.007, 2.737, 0.918]],
  "atomic_forces_ev_per_a": [[-0.504, 0.884, -0.148], [0.352, 2.294, 0.014], [-1.020, -0.498, 0.296], [-0.117, -1.136, -0.839], [0.668, -0.317, 0.010], [0.674, -0.873, 0.924], [-0.052, -0.353, -0.255]],
  "lowdin_charge": [-0.19, 0.08, 0.20, 0.02, 0.00, -0.09, -0.02]
}

# 5
{
  "formula": "ClH5N2Si",
  "method": "ωB97M-V/def2-TZVPD",
  "de_lowest_kcal_mol": 59.5,
  "homo_lumo_gap_ev": 10.25,
  "max_force_ha_per_bohr": 0.05202,
  "smiles": "[H]/N=[SiH]/N.Cl",
  "energy_ha": -862.1955,
  "species": ["H", "N", "Si", "N", "H", "H", "H", "Cl", "H"],
  "positions_angstrom": [[-0.998, 1.935, -0.825], [-0.754, 1.156, -0.303], [0.659, 0.482, -0.703], [0.848, -1.055, -0.005], [1.711, 0.754, -1.651], [0.017, -1.286, 0.483], [1.626, -1.698, 0.360], [-1.862, -0.656, 1.687], [-1.248, 0.367, 0.957]],
  "atomic_forces_ev_per_a": [[-1.005, 1.938, -0.844], [1.697, -1.467, 0.617], [-0.307, -1.817, 0.908], [2.362, -0.610, 0.188], [0.335, 0.455, -0.313], [-1.006, -0.469, 0.706], [-1.442, 1.870, -1.255], [0.143, 0.248, 0.201], [-0.776, -0.149, -0.209]],
  "lowdin_charge": [-0.06, -0.22, 0.55, -0.12, -0.06, -0.10, 0.09, 0.16, -0.24]
}

# 6
{
  "formula": "ClH5N3P",
  "method": "ωB97M-V/def2-TZVPD",
  "de_lowest_kcal_mol": 32.7,
  "homo_lumo_gap_ev": 9.96,
  "max_force_ha_per_bohr": 0.07306,
  "smiles": "[H]/N=P(\\Cl)=N\\[H].N",
  "energy_ha": -968.7948,
  "species": ["H", "N", "P", "Cl", "N", "H", "N", "H", "H", "H"],
  "positions_angstrom": [[1.548, -0.306, -2.122], [1.821, -0.993, -1.417], [1.838, -0.345, -0.031], [1.581, 1.738, -0.122], [2.106, -1.027, 1.388], [1.798, -0.458, 2.142], [-2.456, 0.580, 0.066], [-3.253, 0.764, 0.663], [-2.202, -0.398, 0.313], [-2.781, 0.446, -0.880]],
  "atomic_forces_ev_per_a": [[0.294, -0.274, 0.006], [-0.203, 0.153, 0.122], [0.276, 0.005, 2.449], [0.073, -1.195, 0.290], [-0.384, 0.587, -3.691], [-0.099, 0.759, 0.825], [0.543, -1.538, 0.400], [-0.181, 0.213, -0.174], [0.040, 0.889, 0.035], [-0.358, 0.402, -0.263]],
  "lowdin_charge": [-0.02, -0.24, 0.33, 0.19, -0.23, -0.05, -0.01, 0.00, 0.02, 0.00]
}

# 7
{
  "formula": "ClH5OSi2",
  "method": "ωB97M-V/def2-TZVPD",
  "de_lowest_kcal_mol": 88.0,
  "homo_lumo_gap_ev": 10.12,
  "max_force_ha_per_bohr": 0.05880,
  "smiles": "O=[SiH2].[SiH3]Cl",
  "energy_ha": -1117.3685,
  "species": ["O", "Si", "H", "H", "Si", "Cl", "H", "H", "H"],
  "positions_angstrom": [[-1.751, -0.178, -0.371], [-1.844, -0.476, 1.089], [-2.827, -0.121, 2.018], [-0.788, -1.412, 1.686], [1.420, 0.475, -0.892], [1.491, -0.856, 0.729], [2.587, 1.174, -1.391], [0.329, 1.534, -0.458], [1.382, -0.141, -2.411]],
  "atomic_forces_ev_per_a": [[-0.166, 0.651, -1.496], [2.052, -2.085, 0.762], [-1.282, 0.673, 0.961], [-1.056, 0.614, -0.040], [-1.553, 0.355, -1.891], [0.736, 0.485, -0.903], [0.994, 0.463, 1.089], [1.173, -1.216, -0.652], [-0.899, 0.060, 2.169]],
  "lowdin_charge": [-0.47, 0.58, -0.10, -0.10, 0.21, 0.13, -0.15, -0.06, -0.05]
}

# 8
{
  "formula": "ClH8Li2O4",
  "method": "ωB97M-V/def2-TZVPD",
  "de_lowest_kcal_mol": 0.0,
  "homo_lumo_gap_ev": 9.29,
  "charge": 1,
  "max_force_ha_per_bohr": 0.00802,
  "energy_ha": -780.8648,
  "species": ["Li", "Li", "Cl", "O", "H", "H", "O", "H", "H", "O", "H", "H", "O", "H", "H"],
  "positions_angstrom": [[-5.987, -1.030, 10.326], [-4.872, -1.517, 14.420], [-4.768, -1.727, 12.154], [-7.461, -3.917, 13.330], [-6.796, -3.862, 14.023], [-6.993, -3.697, 12.518], [-2.866, -4.853, 12.815], [-3.485, -4.205, 12.464], [-2.622, -4.560, 13.698], [-1.805, -0.926, 13.441], [-2.582, -1.064, 12.889], [-1.082, -0.820, 12.808], [-1.434, -2.358, 10.601], [-1.391, -2.783, 9.739], [-2.358, -2.172, 10.783]],
  "atomic_forces_ev_per_a": [[0.207, -0.072, 0.315], [0.188, 0.115, -0.213], [-0.384, 0.083, -0.127], [0.038, 0.370, -0.019], [-0.053, -0.314, -0.023], [0.046, -0.167, 0.074], [-0.184, -0.103, 0.024], [0.124, 0.055, 0.075], [0.085, 0.050, -0.109], [-0.313, 0.051, 0.066], [0.261, 0.040, -0.198], [-0.007, -0.133, 0.129], [0.128, 0.237, 0.120], [-0.069, -0.010, 0.058], [-0.065, -0.203, -0.172]],
  "lowdin_charge": [0.77, 0.75, -0.23, -0.05, 0.02, -0.01, -0.05, -0.04, 0.03, -0.08, -0.11, 0.05, -0.05, 0.05, -0.04]
}

# 9
{
  "formula": "ClHN2O",
  "method": "ωB97M-V/def2-TZVPD",
  "de_lowest_kcal_mol": 67.8,
  "homo_lumo_gap_ev": 9.02,
  "max_force_ha_per_bohr": 0.07474,
  "smiles": "O=NNCl",
  "energy_ha": -645.4072,
  "species": ["O", "N", "N", "Cl", "H"],
  "positions_angstrom": [[-1.566, -0.908, -0.088], [-0.351, -0.913, 0.035], [0.177, 0.257, 0.133], [2.043, 0.414, -0.040], [-0.303, 1.149, -0.040]],
  "atomic_forces_ev_per_a": [[0.703, 0.427, 0.180], [-0.689, -1.527, -0.378], [3.301, 1.968, -0.021], [-3.279, -0.442, 0.301], [-0.035, -0.426, -0.082]],
  "lowdin_charge": [-0.06, -0.20, -0.35, 0.49, 0.11]
}

# 10
{
  "formula": "ClHN2O",
  "method": "ωB97M-V/def2-TZVPD",
  "de_lowest_kcal_mol": 40.0,
  "homo_lumo_gap_ev": 11.65,
  "max_force_ha_per_bohr": 0.10350,
  "energy_ha": -645.4516,
  "species": ["N", "N", "O", "Cl", "H"],
  "positions_angstrom": [[1.018, 0.972, 0.060], [1.102, -0.105, -0.225], [0.979, 2.147, 0.129], [-0.844, -1.340, 0.034], [-2.255, -1.675, 0.002]],
  "atomic_forces_ev_per_a": [[0.716, -0.315, -1.679], [1.421, 0.850, 0.711], [-0.318, 0.532, 0.822], [-5.060, -1.651, -0.023], [3.240, 0.583, 0.170]],
  "lowdin_charge": [-0.29, 0.03, 0.09, 0.27, -0.09]
}

# 11
{
  "formula": "ClHN6",
  "method": "ωB97M-V/def2-TZVPD",
  "de_lowest_kcal_mol": 39.8,
  "homo_lumo_gap_ev": [7.96, 7.93],
  "max_force_ha_per_bohr": 0.10599,
  "energy_ha": -789.0834,
  "species": ["N", "N", "N", "N", "N", "N", "Cl", "H"],
  "positions_angstrom": [[-1.318, -0.819, 0.012], [-1.976, 0.171, 0.071], [-0.085, -1.238, -0.016], [-2.762, 0.947, -0.093], [0.977, -0.492, 0.033], [0.941, 0.809, 0.108], [2.412, 1.565, -0.025], [1.810, -0.942, -0.090]],
  "atomic_forces_ev_per_a": [[-0.203, -2.902, 0.281], [0.385, 2.434, -0.914], [3.115, -1.245, 0.185], [-0.897, 0.995, 0.556], [-4.429, 3.176, 0.023], [-1.877, -0.476, 0.235], [1.172, 0.009, -0.054], [2.733, -1.991, -0.312]],
  "lowdin_charge": [-0.01, -0.18, -0.01, 0.21, -0.15, -0.52, 0.56, 0.09]
}

# 12
{
  "formula": "ClHNO",
  "method": "ωB97M-V/def2-TZVPD",
  "de_lowest_kcal_mol": 95.8,
  "homo_lumo_gap_ev": [6.17, 7.59],
  "charge": -1,
  "max_force_ha_per_bohr": 0.07404,
  "energy_ha": -590.6185,
  "species": ["N", "O", "Cl", "H"],
  "positions_angstrom": [[0.862, -1.400, -1.538], [-0.863, 0.069, 0.002], [0.387, -2.755, -0.817], [-0.736, -0.876, 0.479]],
  "atomic_forces_ev_per_a": [[0.038, 1.267, -0.237], [0.677, -3.456, 1.447], [-0.300, -1.140, 0.492], [-0.415, 3.328, -1.701]],
  "lowdin_charge": [-0.62, -0.55, 0.29, -0.12]
}